# C29H30N7O7PrS3

A molecular structure, C29H30N7O7PrS3 (ωB97M-V/def2-TZVPD, the OMol25 dataset).

Positions of all 77 atoms, in Å:
Pr (-0.47, -0.54, -0.01)
O (1.18, 4.23, 5.90)
N (2.04, 3.41, 5.63)
O (3.12, 3.37, 6.19)
C (1.78, 2.40, 4.62)
C (2.64, 1.35, 4.60)
C (2.52, 0.30, 3.66)
C (3.36, -0.83, 3.69)
C (3.18, -1.82, 2.76)
C (2.18, -1.65, 1.79)
N (1.39, -0.60, 1.74)
C (1.52, 0.36, 2.68)
C (0.56, 1.44, 2.71)
N (-0.45, 1.40, 1.81)
C (-1.37, 2.34, 1.86)
C (-1.34, 3.40, 2.76)
C (-0.31, 3.47, 3.67)
C (0.68, 2.46, 3.69)
H (3.44, 1.32, 5.33)
H (4.13, -0.91, 4.45)
H (3.78, -2.72, 2.76)
H (2.02, -2.39, 1.02)
H (-2.19, 2.25, 1.15)
H (-2.11, 4.15, 2.75)
H (-0.27, 4.28, 4.38)
S (-2.53, -2.27, -1.00)
C (-3.43, -2.79, 0.43)
C (-4.68, -3.38, 0.22)
C (-5.46, -3.84, 1.26)
C (-4.98, -3.74, 2.57)
C (-3.74, -3.17, 2.79)
C (-2.95, -2.67, 1.75)
S (-1.40, -1.97, 2.19)
H (-5.04, -3.46, -0.80)
H (-6.42, -4.29, 1.07)
H (-5.56, -4.12, 3.40)
H (-3.35, -3.09, 3.80)
C (-0.15, -2.42, -3.53)
N (0.63, -3.48, -2.92)
C (0.80, -4.67, -3.74)
C (1.04, -3.38, -1.65)
C (1.82, -4.52, -1.04)
O (0.80, -2.38, -0.95)
H (0.35, -2.07, -4.44)
H (-0.25, -1.60, -2.83)
H (-1.15, -2.79, -3.78)
H (0.60, -4.40, -4.77)
H (0.10, -5.46, -3.44)
H (1.81, -5.06, -3.68)
H (2.34, -5.13, -1.77)
H (1.13, -5.15, -0.48)
H (2.54, -4.10, -0.34)
N (-2.50, 0.90, -1.42)
C (-1.72, 1.84, -2.17)
C (-1.62, 3.18, -1.79)
C (-0.73, 4.04, -2.42)
C (0.06, 3.59, -3.46)
C (-0.10, 2.29, -3.92)
C (-1.00, 1.42, -3.30)
S (1.45, 4.60, -4.06)
O (0.88, 5.75, -4.70)
O (2.18, 4.94, -2.82)
O (2.22, 3.69, -4.90)
H (-3.27, 1.37, -0.96)
H (-2.86, 0.15, -2.00)
H (-2.28, 3.56, -1.01)
H (-0.67, 5.08, -2.13)
H (0.47, 1.99, -4.79)
H (-1.17, 0.43, -3.70)
N (1.66, 2.65, -0.40)
C (1.88, 1.58, -1.19)
N (2.95, 1.63, -1.99)
O (1.16, 0.54, -1.10)
H (2.02, 3.53, -0.81)
H (0.78, 2.68, 0.09)
H (3.28, 2.56, -2.23)
H (3.02, 0.95, -2.73)

The energy above the lowest of the compared OMol25 structures with the same formula, charge and spin comes out at 44.83 kJ/mol. For the HOMO-LUMO gap (alpha / beta), the calculation gives 4.8 / 4.8 eV. The HOMO energy (alpha / beta) comes out at -6.85 / -6.87 eV. The spin multiplicity is 3. The max |F| is 2.52 eV/Å. The total charge is 0. The total energy comes out at -3744.790907 a.u.

These are the Löwdin partial charges, in e, on atoms 1 to 6: 0.70, 0.09, -0.33, 0.09, -0.06, 0.08